{
  "formula": "C3H8N2S",
  "method": "the ωB97M-V functional and the def2-TZVPD basis",
  "elements": ["C", "C", "C", "H", "H", "H", "H", "H", "H", "H", "H", "N", "N", "S"],
  "coordinates": [[-0.7752, -0.9744, 0.7353], [0.7693, -0.9482, 0.5734], [-0.6762, 1.0744, -1.0844], [-1.2903, -0.3378, 1.4592], [-0.9481, -2.0013, 1.0947], [-1.5633, -0.9143, 0.0180], [1.4431, -1.4365, 1.3567], [1.0726, -1.6769, -0.2735], [1.1885, 1.1578, 1.0990], [1.4898, 2.1872, -1.5872], [-1.6334, 0.3385, -0.2892], [1.4590, 0.5286, 0.2304], [0.8283, 1.0266, -0.9565], [-1.3642, 1.9763, -2.3758]],
  "atomic_forces_ev_per_a": [[0.1886, -2.3912, 2.9130], [1.9432, 1.1312, -2.4616], [-0.4702, 1.2670, -0.9333], [1.0707, 0.2135, 0.7895], [-0.0341, 0.0474, 0.3793], [0.6752, -1.0052, -1.6334], [-1.6161, 1.2767, -0.1533], [-0.6994, 1.6557, 0.7008], [0.4587, -1.4939, -2.1791], [-2.6992, -4.2808, 2.3259], [3.9736, 3.5337, -3.0313], [-2.3366, -1.1553, 2.0187], [-1.7986, 2.7881, -1.0512], [1.3444, -1.5869, 2.3159]],
  "energy_ev": -17048.575,
  "e_above_lowest_kj_mol": 786.9
}